Entry 1:
ORCA calculation (wB97M-V/def2-TZVPD) on a 2-piece molecular cluster, C2H3ClS overall.

Last column: natural (NBO) charge in e.
Element x y z (Å)
1 C 0.829 1.219 -1.170  -0.2364
2 C 1.218 0.738 -2.229  -0.1534
3 Cl 2.007 0.026 -3.447  0.1394
4 H 0.543 1.429 -0.179  0.2476
5 S -0.042 -1.579 0.980  -0.3012
6 H -1.112 -2.075 0.302  0.1500
7 H 0.753 -1.790 -0.110  0.1539

HOMO-LUMO gap	10.31	eV
SMILES	C#CCl.S
highest occupied orbital energy	-9.66	eV

---

Entry 2:
ORCA calculation (wB97M-V/def2-TZVPD) on one molecule with the formula C23H22N2O7S.

Last column: natural (NBO) charge in e.
Element x y z (Å)
1 C -6.053 -2.302 0.649  -0.4341
2 N -4.813 -2.184 1.374  -0.8466
3 S -3.420 -2.474 0.509  2.3217
4 O -3.578 -3.731 -0.154  -0.9329
5 O -2.332 -2.285 1.423  -0.9466
6 C -3.373 -1.163 -0.717  -0.3483
7 C -3.869 -1.379 -1.988  -0.1666
8 C -3.841 -0.342 -2.909  -0.2185
9 C -3.317 0.888 -2.549  -0.1551
10 C -2.828 1.097 -1.261  -0.0861
11 C -2.227 2.418 -0.917  0.7694
12 O -1.833 3.207 -1.736  -0.5765
13 O -2.188 2.612 0.404  -0.5030
14 C -1.500 3.771 0.857  -0.1757
15 C 0.027 3.672 0.688  0.5632
16 O 0.660 4.676 0.433  -0.5535
17 C 0.593 2.355 0.868  -0.2753
18 C 0.005 1.234 1.526  -0.2694
19 C 0.889 0.200 1.467  0.1601
20 C 0.761 -1.192 1.972  -0.6612
21 N 2.005 0.641 0.782  -0.3519
22 C 3.153 -0.136 0.518  0.1393
23 C 3.898 -0.638 1.576  -0.2225
24 C 5.038 -1.407 1.360  -0.2383
25 C 5.396 -1.643 0.055  0.2231
26 C 4.647 -1.137 -1.012  0.2993
27 C 3.519 -0.384 -0.810  -0.2776
28 O 5.219 -1.522 -2.191  -0.4840
29 C 6.354 -2.286 -1.841  0.2353
30 O 6.456 -2.353 -0.434  -0.4727
31 C 1.845 1.942 0.425  0.2530
32 C 2.879 2.711 -0.311  -0.6673
33 C -2.860 0.058 -0.337  -0.1795
34 H -6.877 -2.415 1.351  0.2148
35 H -5.972 -3.204 0.046  0.2293
36 H -6.250 -1.445 -0.006  0.1846
37 H -4.730 -1.366 1.955  0.3980
38 H -4.248 -2.357 -2.241  0.2418
39 H -4.219 -0.496 -3.908  0.2247
40 H -3.270 1.703 -3.255  0.2383
41 H -1.840 4.656 0.310  0.2255
42 H -1.745 3.869 1.917  0.2136
43 H -0.943 1.216 2.024  0.2201
44 H -0.273 -1.523 1.905  0.2618
45 H 1.071 -1.260 3.016  0.2151
46 H 1.383 -1.869 1.389  0.2244
47 H 3.588 -0.421 2.586  0.2286
48 H 5.618 -1.799 2.177  0.2324
49 H 2.935 -0.008 -1.633  0.2382
50 H 6.256 -3.302 -2.253  0.1607
51 H 7.259 -1.812 -2.254  0.1605
52 H 2.817 2.523 -1.383  0.2221
53 H 3.876 2.435 0.027  0.2240
54 H 2.714 3.772 -0.145  0.2675
55 H -2.460 0.178 0.656  0.2527

HOMO-LUMO gap	8.15	eV
SMILES	CNS(=O)(=O)c1cccc(C(=O)OCC(=O)c2cc(C)n(-c3ccc4c(c3)OCO4)c2C)c1
highest occupied orbital energy	-8.02	eV

---

Entry 3:
ORCA calculation (wB97M-V/def2-TZVPD) on one molecule with the formula C2Br2Cl2S.

Last column: natural (NBO) charge in e.
Element x y z (Å)
1 Cl -1.227 2.107 0.088  0.0770
2 C -1.149 0.409 -0.135  -0.2221
3 Cl -2.496 -0.312 -0.904  0.0919
4 C -0.055 -0.321 0.263  -0.1865
5 Br -0.139 -2.179 0.003  0.1046
6 S 1.961 -0.169 1.184  0.1444
7 Br 3.106 0.464 -0.499  -0.0092

HOMO-LUMO gap	8.15	eV
SMILES	ClC(Cl)=C(Br)SBr
highest occupied orbital energy	-9.30	eV

---

Entry 4:
ORCA calculation (wB97M-V/def2-TZVPD) on one molecule with the formula C19H16ClN3O5.

Last column: natural (NBO) charge in e.
Element x y z (Å)
1 O -2.982 1.905 -1.449  -0.6154
2 C -2.342 1.832 -0.420  0.6472
3 N -2.903 1.371 0.738  -0.4782
4 N -4.117 0.666 0.769  -0.4328
5 C -3.965 -0.754 0.405  -0.1418
6 C -3.716 -1.018 -1.081  -0.5439
7 C -2.211 -1.059 -1.204  0.7222
8 O -1.559 -0.979 -2.205  -0.5580
9 N -1.688 -1.215 0.084  -0.5172
10 C -0.296 -1.204 0.362  0.1933
11 C 0.173 -0.591 1.521  -0.2349
12 C 1.530 -0.490 1.744  -0.2565
13 C 2.440 -0.988 0.821  0.2844
14 C 1.966 -1.647 -0.318  0.2153
15 C 0.601 -1.749 -0.543  -0.2590
16 O 2.811 -2.208 -1.235  -0.4806
17 C 4.140 -2.330 -0.775  -0.0966
18 C 4.578 -1.044 -0.077  -0.0995
19 O 3.774 -0.813 1.059  -0.4949
20 C -2.670 -1.236 1.062  0.6999
21 O -2.511 -1.521 2.216  -0.5443
22 C -0.894 2.149 -0.298  -0.1753
23 C -0.075 1.766 -1.357  -0.0925
24 C 1.296 1.894 -1.264  -0.2520
25 C 1.849 2.430 -0.112  -0.0133
26 Cl 3.562 2.573 0.026  0.0131
27 C 1.045 2.857 0.935  -0.2394
28 C -0.326 2.707 0.843  -0.1782
29 H -2.354 1.281 1.580  0.3982
30 H -4.755 1.123 0.118  0.3787
31 H -4.839 -1.269 0.809  0.2321
32 H -4.124 -1.981 -1.393  0.2460
33 H -4.115 -0.243 -1.737  0.2700
34 H -0.513 -0.203 2.254  0.2256
35 H 1.911 -0.009 2.629  0.2296
36 H 0.270 -2.246 -1.439  0.2524
37 H 4.753 -2.536 -1.654  0.2030
38 H 4.215 -3.168 -0.069  0.1803
39 H 5.606 -1.115 0.280  0.2035
40 H 4.487 -0.202 -0.776  0.1839
41 H -0.525 1.341 -2.241  0.2441
42 H 1.930 1.578 -2.077  0.2323
43 H 1.491 3.293 1.815  0.2308
44 H -0.951 3.051 1.654  0.2184

HOMO-LUMO gap	8.81	eV
SMILES	O=C(NN[C@H]1CC(=O)N(c2ccc3c(c2)OCCO3)C1=O)c1ccc(Cl)cc1
highest occupied orbital energy	-8.30	eV

---

Entry 5:
ORCA calculation (wB97M-V/def2-TZVPD) on an isolated ion of composition C5H12N and charge +2.

Last column: Löwdin charge in e.
Element x y z (Å)
1 C 1.762 0.126 1.708  -0.0140
2 C 1.812 0.447 0.152  -0.1981
3 C 0.646 1.250 -0.359  -0.1007
4 C -0.740 0.563 -0.243  0.0365
5 C -0.961 -0.721 -0.625  0.0566
6 N -2.384 -1.388 -0.713  0.2597
7 H 0.999 -0.652 1.937  0.0908
8 H 2.839 -0.220 1.869  0.1338
9 H 1.428 0.951 2.352  0.0957
10 H 2.674 1.084 -0.091  0.1350
11 H 1.887 -0.572 -0.357  0.1554
12 H 0.677 2.257 0.154  0.1945
13 H 0.602 1.800 -1.418  0.2587
14 H -1.619 1.197 -0.075  0.1493
15 H -0.183 -1.565 -0.774  0.1846
16 H -3.024 -0.938 -0.049  0.1894
17 H -2.572 -1.253 -1.738  0.2093
18 H -2.133 -2.358 -0.622  0.1634

HOMO-LUMO gap (alpha / beta)	11.47 / 5.75	eV
spin multiplicity	2
total charge	+2
highest occupied orbital energy (alpha / beta)	-20.33 / -19.90	eV

---

Entry 6:
ORCA calculation (wB97M-V/def2-TZVPD) on one molecule with the formula C7H12N2O3S.

Last column: natural (NBO) charge in e.
Element x y z (Å)
1 C -0.043 2.084 -1.218  0.1594
2 C 0.834 -0.746 -1.571  -0.2804
3 C -1.338 -1.350 -0.730  -0.2904
4 C 1.444 -1.701 -0.536  -0.0928
5 C -0.652 -2.279 0.278  -0.0926
6 C 0.055 2.907 1.693  -0.8455
7 C -0.519 0.956 -0.492  -0.4412
8 N 0.367 3.011 -1.751  -0.3572
9 N -0.478 -0.261 -1.154  -0.0956
10 O 1.774 0.950 1.146  -0.9116
11 O -0.384 0.332 2.145  -0.9362
12 O 0.562 -2.766 -0.248  -0.4970
13 S 0.352 1.163 1.226  2.0556
14 H 1.505 0.098 -1.740  0.2578
15 H 0.689 -1.285 -2.514  0.2280
16 H -1.577 -1.923 -1.635  0.2320
17 H -2.257 -0.943 -0.308  0.2452
18 H 2.352 -2.157 -0.935  0.2186
19 H 1.690 -1.154 0.383  0.2149
20 H -0.476 -1.740 1.220  0.2191
21 H -1.275 -3.153 0.472  0.2156
22 H 0.936 3.476 1.427  0.2574
23 H -0.818 3.275 1.169  0.2455
24 H -0.111 2.913 2.764  0.2545
25 H -1.708 1.226 0.031  0.0367

HOMO-LUMO gap (alpha / beta)	4.75 / 6.39	eV
spin multiplicity	3
highest occupied orbital energy (alpha / beta)	-4.17 / -10.14	eV

---

no.,largest force on an atom (eV/Å)
1,3.724
2,1.280
3,3.638
4,0.565
5,4.474
6,3.313